116
Properties=species:S:1:pos:R:3:mulliken_charge:R:1 method="wB97M-V/def2-TZVPD" total_charge=0 lumo_energy_ev=-5.14 mol_weight_g_mol=1204.204 e_tot_ha=-6375.214999 e_homo_ev=-7.5322
Cd -4.83786 1.06149 0.51030 0.28
Cd 7.44485 -1.55573 0.07669 0.01
C -8.15052 -4.38766 0.07772 -0.20
C -8.83466 -3.22576 -0.24265 0.44
C -10.31049 -3.23080 -0.56107 0.28
O -10.94536 -2.19251 -0.97838 -0.54
C -11.04645 -4.40867 -0.53469 -0.22
C -10.43883 -5.64829 -0.24409 0.34
C -8.89717 -5.68199 0.07271 0.39
O -8.47700 -6.73392 0.55678 -0.47
O -11.02894 -6.73856 -0.22850 -0.51
O -8.07177 -2.18911 -0.06974 -0.52
H -7.11422 -4.41092 0.38096 0.53
H -12.09826 -4.42687 -0.77919 0.48
C 1.40017 1.13951 -0.02660 -0.38
C 2.35748 0.21096 -0.17106 0.30
C 2.02116 -1.27079 0.15661 0.45
O 2.94566 -2.11615 0.48198 -0.54
C 0.76101 -1.67597 0.32874 -0.24
C -0.38147 -0.80315 0.27057 0.42
C 0.02361 0.80379 0.28916 0.38
O -0.95693 1.53820 0.53878 -0.52
O -1.59996 -1.05810 0.20484 -0.56
O 3.61816 0.52815 -0.37886 -0.58
H 1.62568 2.19565 -0.01610 0.52
H 0.54677 -2.72539 0.46729 0.49
C -3.20481 9.19085 2.33698 -0.94
S -3.16623 7.84468 1.03246 0.51
O -3.88225 8.35473 -0.18299 -0.61
C -1.36071 8.00147 0.67150 -0.86
H -2.67418 10.11193 2.09591 0.32
H -2.94320 8.89047 3.35158 0.34
H -4.26447 9.41969 2.22361 0.32
H -0.79153 7.89255 1.59468 0.33
H -1.25690 8.99584 0.23729 0.30
H -1.12782 7.17557 -0.00063 0.30
C 12.53598 2.18549 -0.42186 -0.84
S 10.76643 2.60107 -0.75199 0.45
O 10.07013 1.22538 -0.50798 -0.59
C 10.91454 2.46253 -2.55334 -0.89
H 13.11232 2.72332 -1.17464 0.29
H 12.58475 1.10923 -0.58738 0.29
H 12.85648 2.30939 0.61256 0.32
H 10.03915 2.96438 -2.96559 0.28
H 11.04558 1.39710 -2.74255 0.33
H 11.79522 2.88288 -3.03892 0.36
C 5.54412 5.72623 2.04725 -0.87
S 5.79012 6.07840 3.88880 0.49
O 4.87411 7.23084 4.22396 -0.60
C 4.95619 4.55157 4.53794 -0.88
H 5.64685 6.60706 1.41345 0.33
H 4.55400 5.30250 1.87929 0.23
H 6.27786 5.03304 1.63590 0.35
H 3.96953 4.47050 4.08181 0.29
H 4.94890 4.60150 5.62678 0.30
H 5.48855 3.65797 4.21212 0.35
C -3.82248 4.56078 -4.61907 -0.92
S -5.23830 3.38786 -4.28967 0.45
O -4.87000 2.59657 -3.01392 -0.59
C -6.55273 4.67383 -3.99712 -0.83
H -3.55687 5.14538 -3.73828 0.29
H -4.05307 5.09208 -5.54246 0.34
H -2.86433 4.08897 -4.83687 0.32
H -6.17824 5.48309 -3.37027 0.28
H -7.41901 4.14275 -3.60260 0.31
H -6.65597 5.01158 -5.02831 0.33
C 2.57863 -2.64256 9.01036 -0.96
S 1.11489 -2.56831 7.85263 0.49
O 0.33103 -1.31677 8.28709 -0.60
C 2.06968 -2.01964 6.38604 -0.91
H 2.26924 -2.88924 10.02600 0.33
H 2.95960 -1.64009 9.20530 0.32
H 3.33374 -3.39615 8.78674 0.35
H 2.52549 -1.05310 6.60082 0.31
H 1.48907 -1.85353 5.47862 0.31
H 2.89330 -2.65039 6.05153 0.36
C 4.26041 -7.68067 -1.65215 -0.77
S 2.87312 -8.73868 -2.13359 0.50
O 3.55541 -9.93456 -2.77361 -0.63
C 2.35999 -9.35927 -0.40511 -0.98
H 5.15532 -8.23806 -1.92880 0.29
H 4.12309 -7.49445 -0.58699 0.27
H 4.30663 -6.75422 -2.22455 0.32
H 1.55787 -10.09100 -0.50137 0.33
H 1.81413 -8.64511 0.21142 0.36
H 3.23811 -9.83368 0.03299 0.32
C -1.99881 -5.35398 -4.35255 -0.92
S -1.43747 -4.44468 -5.85343 0.48
O -2.16343 -5.16836 -7.02289 -0.59
C -2.33652 -2.84119 -5.30246 -0.93
H -1.62484 -6.36787 -4.49488 0.33
H -3.07176 -5.54202 -4.39137 0.33
H -1.73887 -4.82724 -3.43435 0.33
H -2.56126 -2.15298 -6.11731 0.34
H -1.99922 -2.31141 -4.41158 0.34
H -3.33709 -3.19658 -5.05619 0.30
C 4.09415 0.72476 -6.21540 -0.88
S 4.68441 2.49556 -6.19939 0.51
O 4.81080 2.88679 -7.63726 -0.61
C 3.09059 3.23831 -5.60703 -0.83
H 4.92938 0.07263 -6.47078 0.32
H 3.47234 0.70815 -7.11049 0.30
H 3.73081 0.42078 -5.23372 0.31
H 2.36955 3.30310 -6.42190 0.30
H 3.15815 4.18926 -5.07863 0.33
H 2.75262 2.60472 -4.78701 0.25
C -5.12093 -2.73094 5.22744 -0.85
S -5.36330 -0.89462 5.58976 0.49
O -5.36560 -0.24613 4.19328 -0.58
C -7.15084 -1.11265 5.96769 -0.95
H -5.52341 -3.41457 5.97492 0.36
H -4.06620 -2.98893 5.13220 0.31
H -5.70073 -2.95218 4.33135 0.25
H -7.69511 -1.60226 5.16013 0.29
H -7.75528 -0.21347 6.08690 0.34
H -7.33330 -1.66092 6.89194 0.36